ORCA calculation (ωB97M-V with the def2-TZVPD basis set) on an isolated ion of composition C4H12N2 and charge +3 in a non-equilibrium geometry.

```
18
C4H12N2 ωB97M-V with the def2-TZVPD basis set
C 1.61 0.42 0.20
C 0.38 -0.36 0.57
C -0.77 0.14 -0.28
C -2.08 -0.21 -0.15
N -2.92 -0.31 -1.40
N 2.80 0.26 1.16
H 1.96 0.02 -0.80
H 1.48 1.51 0.20
H 0.45 -1.41 0.57
H 0.12 0.00 1.58
H -0.47 0.99 -0.93
H -2.62 -0.73 0.70
H -2.50 -0.88 -2.23
H -3.85 -0.66 -1.24
H -3.09 0.59 -1.90
H 2.78 0.58 2.13
H 3.13 -0.75 1.03
H 3.59 0.82 0.81
```

The net charge is +3. The HOMO energy (spin up / spin down) is -25.505 / -26.045 eV. For the energy above the lowest of the compared OMol25 structures with the same formula, charge and spin, the calculation gives 62.3 kJ/mol. The spin multiplicity is 2. Its total energy is -7286.50161 eV.

ORCA calculation (ωB97M-V with the def2-TZVPD basis set) on a 2-piece molecular cluster, C4H12N2O overall in a non-equilibrium geometry.

```
19
C4H12N2O ωB97M-V with the def2-TZVPD basis set
C 0.72 -1.70 -1.58
C 0.29 -0.25 -1.81
C -0.57 0.29 -0.67
C -0.11 1.20 0.18
N -0.63 1.62 1.45
N -1.91 -0.10 -0.82
H 1.25 -2.07 -2.45
H -0.08 -2.41 -1.47
H 1.39 -1.76 -0.74
H -0.26 -0.28 -2.75
H 1.16 0.40 -1.95
H 0.87 1.67 0.09
H -0.83 2.61 1.46
H -1.48 1.11 1.68
H -2.14 -1.08 -0.91
H -2.60 0.35 -0.22
H 0.91 -0.03 3.32
H 2.25 0.61 3.44
O 1.79 -0.18 3.73
```

The HOMO energy is -7.814 eV. For the energy above the lowest of the compared OMol25 structures with the same formula, charge and spin, the calculation gives 145.0 kJ/mol. The SMILES is CC/C(N)=C/N.O. Its total energy is -9369.69063 eV.

ORCA calculation (ωB97M-V with the def2-TZVPD basis set) on a 2-piece molecular cluster, C4H12N2O overall in a non-equilibrium geometry.

```
19
C4H12N2O ωB97M-V with the def2-TZVPD basis set
C 0.75 1.61 -1.25
C 1.33 0.20 -1.17
C 0.67 -0.56 -0.04
C -0.36 -1.39 -0.27
N -1.36 -1.82 0.65
N 1.08 -0.27 1.25
H 1.11 2.16 -2.12
H 0.96 2.19 -0.35
H -0.33 1.52 -1.26
H 2.40 0.16 -1.09
H 1.05 -0.36 -2.07
H -0.51 -1.63 -1.32
H -2.23 -1.92 0.13
H -1.16 -2.73 1.03
H 1.38 0.67 1.49
H 0.47 -0.64 1.96
H -2.01 1.50 0.99
H -1.61 0.18 1.62
O -1.65 1.13 1.81
```

The HOMO energy is -7.863 eV. For the energy above the lowest of the compared OMol25 structures with the same formula, charge and spin, the calculation gives 116.7 kJ/mol. The SMILES is CC/C(N)=C/N.O. Its total energy is -9369.98414 eV.

ORCA calculation (ωB97M-V with the def2-TZVPD basis set) on a 2-piece molecular cluster, C4H12N2O overall in a non-equilibrium geometry.

```
19
C4H12N2O ωB97M-V with the def2-TZVPD basis set
C -1.88 -0.17 -0.04
C -0.96 0.60 0.92
C 0.47 0.71 0.44
C 1.92 -0.61 1.77
N 1.33 -0.51 0.66
N -1.87 0.17 -1.47
H -2.93 -0.09 0.24
H -1.59 -1.22 -0.04
H -1.27 1.64 1.11
H -1.05 0.16 1.92
H 1.05 1.57 0.81
H 0.61 0.80 -0.64
H 2.55 -1.48 1.94
H 1.91 0.08 2.62
H -0.98 0.40 -1.87
H -2.59 0.83 -1.71
H 1.99 -0.96 -2.99
H 1.86 -0.77 -1.45
O 1.45 -1.16 -2.23
```

The HOMO energy is -8.794 eV. For the energy above the lowest of the compared OMol25 structures with the same formula, charge and spin, the calculation gives 204.2 kJ/mol. The SMILES is C=NCCCN.O. Its total energy is -9369.07751 eV.

ORCA calculation (ωB97M-V with the def2-TZVPD basis set) on C4H12N2O in the gas phase in a non-equilibrium geometry.

```
19
C4H12N2O ωB97M-V with the def2-TZVPD basis set
N 0.88 1.75 0.14
C -0.02 0.69 0.59
C 0.17 0.44 2.07
O -1.09 0.26 2.73
C 0.21 -0.62 -0.17
N 0.22 -0.44 -1.63
C -0.72 -1.30 -2.36
H 0.74 2.05 -0.81
H 1.81 1.81 0.51
H -1.02 1.10 0.44
H 0.69 -0.50 2.24
H 0.77 1.22 2.54
H -1.40 1.10 3.07
H -0.56 -1.36 0.08
H 1.14 -1.07 0.16
H 1.15 -0.64 -1.98
H -0.75 -0.95 -3.38
H -1.71 -1.15 -1.92
H -0.52 -2.38 -2.32
```

The HOMO energy is -8.619 eV. For the energy above the lowest of the compared OMol25 structures with the same formula, charge and spin, the calculation gives 170.5 kJ/mol. The SMILES is CNC[C@H](N)CO. Its total energy is -9369.42688 eV.

ORCA calculation (ωB97M-V with the def2-TZVPD basis set) on C4H12N2O as an isolated structure in a non-equilibrium geometry.

```
19
C4H12N2O ωB97M-V with the def2-TZVPD basis set
C 0.33 0.09 -2.04
C -1.17 -1.62 -1.37
N -0.56 -0.55 -1.09
H 1.28 0.19 -1.50
H -0.04 1.08 -2.31
H 0.48 -0.50 -2.95
H -1.04 -2.04 -2.37
H -1.72 -2.13 -0.59
H -0.35 -0.28 0.08
C -0.39 1.59 1.22
N -0.25 0.15 1.37
C 1.18 -0.33 1.52
O 1.71 -0.42 0.31
H 0.35 1.96 0.51
H -0.28 2.12 2.16
H -1.37 1.85 0.81
H -0.92 -0.27 2.00
H 1.10 -1.30 2.06
H 1.68 0.40 2.20
```

The HOMO energy is -7.029 eV. For the energy above the lowest of the compared OMol25 structures with the same formula, charge and spin, the calculation gives 376.0 kJ/mol. Its total energy is -9367.29669 eV.